Record 1
Computed, not measured: a 2-piece molecular cluster, C2H2N3P overall in a non-equilibrium geometry, with the ωB97M-V functional and the def2-TZVPD basis.

Last column: Löwdin charge in e.
Geometry (Å):
C1 -2.36922 0.21635 -0.13368  -0.0389
C2 2.82299 -0.33339 -0.52192  -0.5006
N1 -2.75515 -0.41731 0.79097  0.0688
N2 3.80393 -0.68210 -0.98389  0.0550
N3 0.64143 1.12372 -0.56185  -0.3043
P1 1.13780 -0.15303 0.26388  0.7724
H1 -0.40235 1.21324 -0.44639  -0.1094
H2 -2.87944 -0.96748 1.59288  0.0570

Calculated values
Strongest force on any atom   3.52 eV/Å
Energy above the lowest of the compared OMol25 structures with the same formula, charge and spin   2.206 eV
LUMO   -1.24 eV

---

Record 2
Computed, not measured: a 2-piece molecular cluster, C5H10N2 overall in a non-equilibrium geometry, with the ωB97M-V functional and the def2-TZVPD basis.

Last column: Löwdin charge in e.
Geometry (Å):
C1 -0.53816 -1.33769 2.05046  -0.3562
C2 -1.78979 0.54891 -0.23641  -0.0329
C3 0.44727 1.22588 0.56350  -0.0916
C4 1.64773 -0.79430 -1.03947  -0.0758
C5 -0.32325 0.23753 -0.17609  -0.3742
N1 -0.74890 -1.89935 3.02100  -0.1573
N2 0.26423 -0.59165 -1.06953  0.0193
H1 -1.81183 1.53336 -0.76151  0.1168
H2 -2.22451 -0.20165 -0.81015  0.0591
H3 -2.23722 0.62253 0.74492  0.0875
H4 1.17923 0.71538 1.15382  0.0644
H5 -0.23196 1.87456 1.31898  0.1522
H6 0.77772 2.00840 -0.17783  0.1204
H7 1.81554 -1.49153 -1.80454  0.0772
H8 2.20105 0.21017 -0.91286  0.1325
H9 1.95206 -1.50197 -0.27151  0.1001
H10 -0.37920 -1.15858 -1.59277  0.1586

Calculated values
Strongest force on any atom   5.07 eV/Å
Energy above the lowest of the compared OMol25 structures with the same formula, charge and spin   3.360 eV
LUMO   -0.23 eV

---

Record 3
Computed, not measured: C40H31AsN3O2RhS2 as an isolated structure in a non-equilibrium geometry, with the ωB97M-V functional and the def2-TZVPD basis.

Last column: Löwdin charge in e.
Geometry (Å):
Rh1 -0.98333 -0.24451 -2.28692  0.8269
C1 -4.32876 -5.82875 1.27102  -0.0817
C2 -3.14667 -6.12519 0.61428  -0.0735
C3 -2.43967 -5.12337 -0.03115  -0.0897
C4 -2.90321 -3.81569 -0.00740  -0.3286
C5 -4.11747 -3.53160 0.60586  -0.1178
C6 -4.82382 -4.53397 1.25070  -0.0806
As1 -1.80943 -2.30362 -0.74220  1.3829
C7 -0.09510 -3.19684 -0.86474  -0.3653
C8 0.38085 -3.95450 -1.92229  -0.1066
C9 1.66600 -4.47017 -1.87664  -0.0663
C10 2.47340 -4.21342 -0.77995  -0.0630
C11 2.00742 -3.45318 0.27958  -0.0225
C12 0.72047 -2.93542 0.25098  -0.2200
C13 0.10893 -2.09629 1.28053  -0.2011
C14 0.70091 -1.69238 2.47200  -0.0282
C15 -0.00535 -0.89502 3.35630  -0.0797
C16 -1.29152 -0.47292 3.06234  -0.0936
C17 -1.88715 -0.85472 1.86962  -0.0987
C18 -1.19632 -1.66605 0.98753  -0.3147
H1 -4.86560 -6.60822 1.79275  0.1050
H2 -2.76632 -7.13761 0.61562  0.1080
H3 -1.51422 -5.35815 -0.54242  0.0969
H4 -4.50251 -2.51648 0.58570  0.1005
H5 -5.75699 -4.30747 1.74752  0.1057
H6 -0.24688 -4.14924 -2.78742  0.1001
H7 2.03249 -5.06416 -2.70077  0.1032
H8 3.47640 -4.61224 -0.75073  0.1062
H9 2.64880 -3.26806 1.12785  0.1119
H10 1.70901 -1.99156 2.72089  0.1112
H11 0.45146 -0.59920 4.28920  0.1059
H12 -1.81970 0.16638 3.75648  0.1063
H13 -2.89066 -0.52369 1.62808  0.1050
N1 1.07862 -4.61686 -5.77039  0.1007
C19 0.40535 -3.68535 -5.67803  -0.4109
N2 -0.37131 -2.66435 -5.62841  0.1030
C20 -0.81782 -1.93422 -4.73379  -0.3476
N3 -1.39106 -1.19909 -4.00704  -0.0300
C21 -0.00368 7.20468 2.29779  -0.0483
C22 -0.83380 7.32395 3.53944  -0.7499
O1 -0.98577 8.32574 4.17450  0.0202
S1 -1.54118 5.79778 4.16499  1.0211
C23 -1.60028 4.71449 2.74543  -0.5600
C24 -0.82266 3.56317 2.70411  -0.0860
C25 -0.94795 2.69830 1.63865  -0.0232
C26 -1.85058 2.97348 0.60253  -0.2572
C27 -2.61816 4.14320 0.65228  -0.0190
C28 -2.49753 5.00162 1.72280  -0.1032
C29 -1.96811 2.04454 -0.45068  -0.1383
C30 -2.06025 1.18585 -1.32377  -0.1266
H14 -0.11837 8.10285 1.69464  0.0913
H15 -0.24651 6.32319 1.71314  0.0545
H16 1.03622 7.13765 2.62155  0.0978
H17 -0.13625 3.35491 3.51014  0.1075
H18 -0.36217 1.79250 1.59327  0.0985
H19 -3.31666 4.35893 -0.14164  0.1189
H20 -3.10075 5.89604 1.77194  0.1148
C31 0.77748 -0.30700 -1.27196  -0.1004
C32 1.78758 -0.15368 -0.60165  -0.1094
C33 2.94966 -0.10239 0.19899  -0.2612
C34 2.91842 0.47840 1.46998  -0.0463
C35 4.05343 0.49015 2.25677  -0.0829
C36 5.23559 -0.06792 1.79263  -0.0882
C37 5.26500 -0.66328 0.54022  -0.0842
C38 4.13889 -0.67804 -0.25648  -0.0381
H21 1.99654 0.91519 1.82677  0.1007
H22 4.01381 0.93220 3.24109  0.1023
H23 6.12806 -0.04060 2.39977  0.1000
H24 6.17266 -1.12262 0.18097  0.1021
H25 4.15935 -1.14206 -1.23172  0.1182
C39 0.73837 3.73423 -2.82676  -0.2222
S2 1.35526 2.17436 -3.57871  0.8736
C40 1.56760 2.84650 -5.27856  -0.2261
O2 0.15379 1.31545 -3.71464  -0.6187
H26 1.54546 4.45732 -2.79345  0.0525
H27 0.40587 3.49104 -1.82188  0.0369
H28 -0.09824 4.10768 -3.40587  0.0585
H29 2.36197 3.58317 -5.28271  0.0524
H30 0.62930 3.27635 -5.61035  0.0565
H31 1.82935 2.00984 -5.91812  0.0521

Calculated values
Strongest force on any atom   2.33 eV/Å
LUMO (spin up / spin down)   -1.93 / -1.95 eV

---

Record 4
Computed, not measured: C52H50AsN3O2PPt as an isolated structure in a non-equilibrium geometry, with the ωB97M-V functional and the def2-TZVPD basis.

Last column: Löwdin charge in e.
Geometry (Å):
Pt1 -1.03150 0.74307 -1.88206  0.9682
C1 0.00753 -1.06314 -4.85419  -0.0676
O1 -0.91623 -0.95990 -3.78983  -0.1925
C2 -1.66250 -2.06617 -3.44541  -0.2150
C3 -1.70923 -3.22170 -4.20430  -0.0248
C4 -2.48612 -4.30172 -3.80893  -0.0735
C5 -3.23884 -4.22586 -2.64935  -0.0822
C6 -3.20805 -3.08217 -1.88686  -0.0153
C7 -2.41404 -1.98198 -2.25049  -0.2001
N1 -2.36337 -0.86482 -1.45507  -0.0960
N2 -2.90982 -0.96718 -0.29392  0.0824
C8 -3.22388 0.00036 0.53325  -0.1877
C9 -3.14095 1.39679 0.14339  -0.3465
O2 -2.92406 1.73258 -1.06289  -0.1600
C10 -3.27751 2.36671 1.18267  0.0054
C11 -3.55757 2.02393 2.46508  0.0051
C12 -3.74927 0.66575 2.84850  -0.1750
C13 -4.10418 0.30857 4.15833  -0.0276
C14 -4.31645 -1.00724 4.49651  -0.0760
C15 -4.12670 -2.01189 3.54675  -0.0646
C16 -3.75348 -1.68934 2.26249  -0.0293
C17 -3.58177 -0.35141 1.88267  -0.1248
H1 0.68623 -1.90641 -4.71424  0.0893
H2 0.58429 -0.13856 -4.84348  0.0932
H3 -0.50095 -1.16662 -5.81750  0.1038
H4 -1.12641 -3.30359 -5.10706  0.1102
H5 -2.49238 -5.19914 -4.40736  0.1082
H6 -3.84643 -5.06131 -2.33735  0.1086
H7 -3.77806 -3.01232 -0.97355  0.1051
H8 -3.18025 3.40477 0.90117  0.1154
H9 -3.66012 2.78745 3.22408  0.1215
H10 -4.20459 1.08840 4.90028  0.1141
H11 -4.62322 -1.26402 5.49991  0.1057
H12 -4.25970 -3.04555 3.82844  0.1070
H13 -3.59978 -2.46153 1.52301  0.0989
C18 0.02931 -0.31574 1.70203  -0.3615
C19 1.01948 -1.22506 2.41426  -0.4261
As1 0.80002 -1.19019 4.40909  1.3121
C20 1.33508 0.68751 4.62214  -0.4283
C21 0.45823 1.57672 5.23411  -0.1289
C22 0.77911 2.91803 5.35449  -0.0878
C23 1.98623 3.38496 4.86278  -0.0843
C24 2.87494 2.50518 4.26619  -0.0876
C25 2.55010 1.16719 4.14882  -0.1232
C26 2.55300 -1.98881 4.79611  -0.4246
C27 3.30222 -1.53732 5.87839  -0.1255
C28 4.53637 -2.09075 6.16771  -0.0819
C29 5.03825 -3.11755 5.38558  -0.0879
C30 4.29073 -3.59489 4.32341  -0.0875
C31 3.05629 -3.03905 4.03769  -0.1227
P1 0.42749 -0.17018 -0.11551  1.0295
C32 2.16889 0.34914 0.04197  -0.3644
C33 3.26114 -0.40483 -0.36532  -0.0733
C34 4.54174 0.10481 -0.25486  -0.0609
C35 4.74632 1.37886 0.24409  -0.0664
C36 3.66499 2.12911 0.67884  -0.0791
C37 2.38534 1.61725 0.58611  -0.1381
C38 0.44457 -1.89511 -0.68905  -0.3640
C39 -0.31524 -2.88521 -0.07209  -0.1034
C40 -0.32323 -4.17299 -0.57251  -0.0611
C41 0.40400 -4.48383 -1.70780  -0.0646
C42 1.12157 -3.49321 -2.35732  -0.0762
C43 1.12489 -2.20241 -1.86557  -0.1333
H14 0.07157 0.70043 2.10950  0.0757
H15 -0.99836 -0.66595 1.82373  0.0554
H16 2.04695 -0.92656 2.18934  0.0599
H17 0.88599 -2.25685 2.08318  0.0452
H18 -0.48289 1.20428 5.62438  0.0891
H19 0.09145 3.59885 5.83565  0.1029
H20 2.23751 4.43115 4.95009  0.1032
H21 3.82658 2.86148 3.89770  0.1023
H22 3.25833 0.48387 3.69522  0.1065
H23 2.91787 -0.73508 6.49871  0.1029
H24 5.11199 -1.72417 7.00550  0.1052
H25 6.00496 -3.54637 5.60289  0.1031
H26 4.66776 -4.40532 3.71594  0.1032
H27 2.47821 -3.43437 3.21138  0.0908
H28 3.11809 -1.39545 -0.76571  0.0934
H29 5.37749 -0.50175 -0.56638  0.1092
H30 5.74582 1.77851 0.30052  0.1075
H31 3.82352 3.11820 1.08072  0.1089
H32 1.54541 2.20182 0.94321  0.1142
H33 -0.92807 -2.64764 0.78383  0.0985
H34 -0.89792 -4.93463 -0.06876  0.1150
H35 0.40321 -5.49169 -2.08729  0.1113
H36 1.68899 -3.73156 -3.24425  0.1115
H37 1.65180 -1.41878 -2.39295  0.1065
C44 -2.05127 4.45528 -5.39979  0.0014
N3 -2.47589 3.15305 -4.86267  -0.1758
C45 -3.01678 3.31725 -3.50539  -0.0110
C46 -1.38448 2.11105 -4.92161  -0.0964
C47 -0.11709 2.53067 -4.21557  -0.2886
C48 0.83419 3.24338 -4.94857  -0.0758
C49 1.99309 3.69918 -4.35241  -0.0785
C50 2.18690 3.46780 -3.00234  -0.0654
C51 1.25880 2.72765 -2.29303  -0.1162
C52 0.10047 2.19314 -2.86411  -0.2424
H38 -2.86433 5.17443 -5.31795  0.1098
H39 -1.77109 4.36663 -6.44655  0.1112
H40 -1.19240 4.81245 -4.83324  0.1080
H41 -3.23563 2.79901 -5.45201  0.1897
H42 -2.23508 3.67037 -2.83483  0.1075
H43 -3.37480 2.36758 -3.11466  0.0831
H44 -3.84524 4.02243 -3.51230  0.1136
H45 -1.19016 1.91514 -5.98049  0.1405
H46 -1.77667 1.20791 -4.43964  0.1087
H47 0.67724 3.41569 -6.00657  0.1131
H48 2.73661 4.22160 -4.93302  0.1063
H49 3.07429 3.83554 -2.50827  0.1080
H50 1.45058 2.55393 -1.24761  0.0454

Calculated values
Strongest force on any atom   3.14 eV/Å
Energy above the lowest of the compared OMol25 structures with the same formula, charge and spin   0.692 eV
Total charge   +1
LUMO (spin up / spin down)   -3.34 / -3.34 eV